Entry 1:
C3H11N3O | ωB97M-V/def2-TZVPD

LUMO energy (eV): 0.91
Structure (SMILES): [H]/N=C/NC.NCO
Total energy (Eh): -360.39453
Energy relative to the best compared isomer or geometry (same formula, charge and spin) (kJ/mol): 112.56

XYZ file:
```
18
Properties=species:S:1:pos:R:3:forces:R:3
H 0.874219 -1.290845 -2.112635 0.003 0.038 0.018
H -0.322660 -1.547767 -1.035273 0.005 0.157 0.045
H -0.262538 3.511241 0.488445 -0.001 0.054 0.023
H 2.228986 -3.185622 0.458834 -0.020 -0.031 -0.004
H 1.161780 -1.161580 0.778366 0.008 -0.011 0.058
C 0.264817 2.649252 0.083925 0.014 -0.134 -0.121
N 0.551967 -1.047373 -1.182251 -0.030 -0.290 -0.055
H -1.915497 2.181691 1.406050 0.014 0.005 -0.021
H -2.941317 0.210534 1.595220 -0.015 -0.043 -0.033
H -0.328742 0.723509 -0.582929 0.149 0.146 -0.068
C -1.647631 1.314007 0.793011 0.016 -0.031 0.004
N -2.209967 0.172915 0.893337 -0.021 0.010 0.049
C 1.505551 -1.487911 -0.205672 -0.069 0.010 -0.089
H 2.472263 -1.028610 -0.426558 0.010 0.066 0.026
H 1.081912 2.390271 0.766138 -0.010 0.020 0.025
H 0.701433 2.939636 -0.870481 -0.010 0.032 -0.003
N -0.669957 1.563083 -0.117398 -0.077 -0.031 0.126
O 1.627548 -2.910065 -0.240841 0.033 0.033 0.018
```
Forces are in eV/Å.

=====

Entry 2:
C3H5N3 | ωB97M-V/def2-TZVPD

LUMO energy (eV): 0.75
Total energy (Eh): -281.46077
Energy relative to the best compared isomer or geometry (same formula, charge and spin) (kJ/mol): 339.43

XYZ file:
```
11
Properties=species:S:1:pos:R:3:forces:R:3
H -2.962007 0.023032 -0.011486 0.121 -0.097 0.003
N -0.829846 -0.881402 -2.171680 -0.622 0.068 0.961
H -1.409506 -0.225209 0.830040 -0.116 -0.071 -0.118
H 0.871721 0.451811 -0.997120 0.057 0.016 0.082
C -1.414809 -0.794393 -1.177301 0.479 -0.080 -0.863
C 1.147183 0.635539 0.033144 0.699 0.046 0.225
C -2.107390 -0.648751 0.100561 -0.024 0.010 0.055
N 2.232479 0.718070 0.522658 -0.426 -0.006 -0.143
N 3.281171 0.694481 1.180205 -0.208 0.063 -0.127
H 3.649923 1.647375 1.235792 -0.020 -0.075 -0.009
H -2.458916 -1.620549 0.455184 0.061 0.126 -0.067
```
Forces are in eV/Å.

=====

Entry 3:
C2H4IO2S | ωB97M-V/def2-TZVPD

LUMO energy (eV): 2.82
Charge: -1
Total energy (Eh): -924.90611
Energy relative to the best compared isomer or geometry (same formula, charge and spin) (kJ/mol): 215.33

XYZ file:
```
10
Properties=species:S:1:pos:R:3:forces:R:3
C -0.472176 0.133326 1.391501 -0.836 2.514 -3.990
H -0.999740 1.111046 1.573397 0.148 -1.338 0.100
H 0.590093 0.310999 1.436387 0.261 -0.679 0.191
O 1.936360 0.216617 0.016896 -0.016 0.136 -1.346
H -1.432378 0.713251 -1.194153 1.164 -0.141 0.520
C -0.537509 0.128787 -0.831640 -0.087 -0.449 2.525
I -1.255755 -1.484766 2.385814 -0.138 -0.302 0.156
O 1.538070 -0.661715 -2.302345 -0.297 -0.180 0.110
S 1.293252 0.444473 -1.342881 -0.045 0.614 1.382
H -0.660219 -0.912019 -1.132976 -0.153 -0.176 0.353
```
Forces are in eV/Å.

=====

Entry 4:
C28H37Cl5O2RuSSi2Te | ωB97M-V/def2-TZVPD

LUMO energy (alpha / beta) (eV): -6.11 / -9.18
Charge: +2
<S²>: 6.064
Total energy (Eh): -4879.93090
2S+1: 5

XYZ file:
```
77
Properties=species:S:1:pos:R:3:forces:R:3
H 1.187189 -3.965324 4.509728 0.125 0.611 -0.049
H 0.525610 -3.272953 -3.617557 0.401 0.380 0.898
H 0.502589 -3.597033 2.298969 -0.091 -1.255 -1.050
Cl -5.308272 -3.894414 1.950527 -0.081 -0.218 0.198
Cl -7.663337 -1.884175 2.083338 1.672 0.519 -0.310
C 0.856029 -1.926492 5.172974 0.345 -2.728 0.906
C -1.149459 -0.090240 -5.631104 1.462 1.563 -0.425
C 5.640507 1.182682 0.605171 1.000 -0.601 -0.631
H 5.042785 0.924257 4.460890 -0.049 -0.638 0.621
H -2.032607 2.922120 -1.283848 -1.369 0.575 0.687
C 0.849754 -2.955345 4.235843 0.049 -1.377 0.369
C -0.364443 -0.603017 3.545351 1.734 -1.796 0.597
C -2.456165 0.142584 -7.720254 -0.686 2.230 0.020
H -0.315426 5.460630 -0.410203 1.268 -0.937 -1.120
C 0.321748 -2.815269 2.968991 0.926 0.377 0.790
H 0.673292 -3.546807 -1.829371 0.724 0.034 -0.054
H 2.369442 2.110954 -0.953425 -0.081 0.007 -0.231
H 6.141501 -1.144829 3.378878 -0.594 -0.314 -1.095
H 1.160878 -2.214902 6.207915 0.035 0.896 -0.997
C 0.496742 4.785241 -0.908661 -2.124 0.564 -0.556
H -1.343680 2.746030 1.711996 -0.822 -0.560 -0.169
H 1.421320 5.224426 -0.651909 1.169 0.518 0.483
C -5.671168 -0.002891 1.819580 -1.971 0.930 0.553
C -1.114340 2.424254 -1.421450 0.761 -1.056 -0.589
H 4.473279 2.201503 3.529589 -0.144 1.157 -0.034
H -1.237861 1.389844 -1.158322 -0.675 -0.839 0.114
C -3.331364 -0.523728 1.206952 2.152 1.046 0.350
C -3.116031 -1.428049 -5.801333 1.822 2.167 -1.183
H 2.529683 0.694882 2.600106 -0.225 -0.253 0.071
H -3.959199 -1.714010 -6.374693 -0.763 -0.428 -0.265
H -0.666144 4.259279 1.850441 0.676 0.093 0.059
O -1.395648 -1.406381 -1.301853 0.358 0.363 1.202
C 2.978913 -0.038427 1.920791 -1.078 1.021 -0.311
C -4.958656 -2.227082 1.738467 0.247 -3.502 -0.720
H -3.526513 -2.816008 -4.290869 1.025 0.542 0.114
Si 4.845084 0.318399 2.001790 0.691 0.501 1.090
C -2.793653 -2.034754 -4.606938 -3.151 -1.330 -0.679
Te 1.509863 -0.041388 0.296144 3.072 1.210 -0.225
Cl -2.444425 -3.121324 1.390199 -0.338 0.194 -0.710
H -0.414686 0.607923 -6.119915 -0.693 -0.678 0.838
H 2.886506 -1.008662 2.343695 -0.334 -0.870 0.555
H -3.290777 -0.338883 -8.151665 -1.077 -0.367 -0.670
H -2.694751 1.284491 -7.702799 0.667 -1.976 -0.083
C 1.737229 2.092967 -0.072494 -0.030 -0.049 0.629
C -6.029489 -1.364647 1.825332 -1.539 1.360 0.631
C -3.692721 -1.933499 1.343549 1.034 1.734 0.394
Cl -6.891362 1.193205 2.077202 0.294 -0.446 -0.078
C -0.893257 -0.622281 -4.385146 1.149 -0.524 -0.005
C 0.517513 -2.797879 -2.602954 -1.592 -0.510 -0.669
C 5.581107 -1.305427 2.401966 2.004 0.332 1.039
H 4.966794 1.306143 -0.225555 -0.027 0.162 -0.591
H 6.567573 0.639801 0.279377 -0.921 0.361 0.105
H 0.418162 4.874480 -2.058726 -0.118 -0.347 1.900
O -2.137656 -0.014339 0.888700 -5.326 -0.726 1.482
H 4.897416 -2.096248 2.572538 -0.623 -0.917 0.029
H -1.071807 2.413400 -2.539341 1.042 0.325 0.886
C -0.414739 3.247458 1.531064 -1.438 -0.030 1.033
H 0.245375 0.079113 5.464826 -0.125 -0.073 0.175
C -2.261577 -0.403853 -6.371146 -1.178 -2.307 1.526
C 5.201922 1.420137 3.526891 0.335 -0.483 -0.807
S -1.289549 -2.509717 -2.344617 0.312 0.536 -2.371
H 6.345526 -1.590409 1.674863 -0.172 -0.240 0.005
H -1.622046 -0.082549 -8.365957 0.465 0.277 -0.113
C -0.236624 -1.624258 2.570320 -0.095 1.817 1.128
H 0.094842 -0.422515 -3.939337 -0.769 0.107 0.067
Si 0.125669 3.073527 -0.164410 0.821 1.751 -3.461
H 1.128799 -1.890911 -2.520547 -0.301 -0.329 -0.017
H 6.261745 1.793490 3.540443 -1.082 -0.164 -0.260
Ru -0.611897 -1.301235 0.684747 0.197 -1.639 -0.321
H -0.829249 0.313681 3.360652 -0.657 1.295 -0.480
C 0.270183 -0.776630 4.801621 -1.524 2.543 -0.853
H 2.332430 2.542968 0.765158 -0.473 -0.726 -0.484
Cl -3.972161 2.060788 1.497548 -0.326 -0.662 0.333
H 0.233971 2.707553 2.185153 0.837 0.165 0.771
C -4.389547 0.391849 1.644535 1.649 1.148 -1.807
H 5.983436 2.140496 0.958938 -0.021 0.540 -0.041
C -1.730082 -1.621739 -3.897341 2.161 -0.057 1.867
```
Forces are in eV/Å.

=====

Entry 5:
C4H11N2S | ωB97M-V/def2-TZVPD

LUMO energy (eV): 3.65
Charge: -1
Structure (SMILES): NCNCCC[S-]
Total energy (Eh): -666.69997
Energy relative to the best compared isomer or geometry (same formula, charge and spin) (kJ/mol): 122.35

XYZ file:
```
18
Properties=species:S:1:pos:R:3:forces:R:3
H 0.994388 0.802045 -1.145757 0.459 0.751 -0.151
H -0.911269 0.810942 -0.110973 0.449 0.190 0.134
H 1.491745 -0.358394 1.402224 0.024 0.342 0.133
S -2.965812 -2.183068 -0.863989 0.106 0.142 0.376
C 1.707781 0.855661 -0.319279 0.533 -1.551 0.102
H 0.450067 -1.862005 -0.797096 -0.323 0.938 0.375
N 1.387014 -0.391960 0.403548 0.162 0.295 0.167
N 1.684596 2.129583 0.376934 0.052 -0.198 0.061
H -1.043223 -0.197904 -1.566905 -0.146 0.043 0.335
H 2.231294 2.058595 1.240608 -0.485 0.147 -0.374
C 0.180829 -1.115301 0.005100 0.018 -0.444 -1.331
H -3.076968 0.068441 -0.072479 -0.461 0.432 0.653
C -2.361428 -0.715715 0.093580 1.102 -1.330 -1.083
H -2.138795 -1.014333 1.139733 -0.715 0.541 -0.273
H 2.740461 0.722185 -0.687553 -0.350 0.278 -0.178
C -1.010803 -0.217205 -0.465674 -0.142 -0.842 0.355
H 0.734597 2.417882 0.570359 0.019 -0.078 0.337
H -0.094473 -1.809449 0.797620 -0.302 0.345 0.363
```
Forces are in eV/Å.

=====

Entry 6:
C4H7NO | ωB97M-V/def2-TZVPD

LUMO energy (eV): 1.13
Structure (SMILES): ON=C1CCC1
Total energy (Eh): -286.51275
Energy relative to the best compared isomer or geometry (same formula, charge and spin) (kJ/mol): 312.16

XYZ file:
```
13
Properties=species:S:1:pos:R:3:forces:R:3
H -0.556859 1.833700 1.181770 0.074 -0.189 -0.138
C -0.419793 -0.961435 -0.225203 0.072 -0.245 -0.009
H -0.274921 1.671107 -0.598187 -0.505 0.577 0.211
H -0.416378 -1.830089 0.436897 -0.026 -0.027 -0.151
H -2.244416 0.309475 -0.733599 0.161 -0.203 0.087
C -1.555216 0.063647 0.079502 -0.141 -0.032 -0.008
H -0.344244 -1.303002 -1.262610 0.115 0.097 0.179
O 2.559612 -0.708586 -0.372093 0.363 -0.450 0.235
H -2.148713 -0.216914 0.954751 0.193 0.109 -0.089
H 3.466574 -0.398912 -0.255959 -0.130 -0.171 -0.051
C -0.480717 1.143293 0.337838 0.067 0.218 -0.030
N 1.830919 0.307115 0.235474 -0.641 0.158 -0.163
C 0.584158 0.090602 0.221415 0.397 0.157 -0.073
```
Forces are in eV/Å.

=====

Please write out number 3 again, unchanged.
C2H4IO2S | ωB97M-V/def2-TZVPD

LUMO energy (eV): 2.82
Charge: -1
Total energy (Eh): -924.90611
Energy relative to the best compared isomer or geometry (same formula, charge and spin) (kJ/mol): 215.33

XYZ file:
```
10
Properties=species:S:1:pos:R:3:forces:R:3
C -0.472176 0.133326 1.391501 -0.836 2.514 -3.990
H -0.999740 1.111046 1.573397 0.148 -1.338 0.100
H 0.590093 0.310999 1.436387 0.261 -0.679 0.191
O 1.936360 0.216617 0.016896 -0.016 0.136 -1.346
H -1.432378 0.713251 -1.194153 1.164 -0.141 0.520
C -0.537509 0.128787 -0.831640 -0.087 -0.449 2.525
I -1.255755 -1.484766 2.385814 -0.138 -0.302 0.156
O 1.538070 -0.661715 -2.302345 -0.297 -0.180 0.110
S 1.293252 0.444473 -1.342881 -0.045 0.614 1.382
H -0.660219 -0.912019 -1.132976 -0.153 -0.176 0.353
```
Forces are in eV/Å.

=====

Copy entry 6 word for word.
C4H7NO | ωB97M-V/def2-TZVPD

LUMO energy (eV): 1.13
Structure (SMILES): ON=C1CCC1
Total energy (Eh): -286.51275
Energy relative to the best compared isomer or geometry (same formula, charge and spin) (kJ/mol): 312.16

XYZ file:
```
13
Properties=species:S:1:pos:R:3:forces:R:3
H -0.556859 1.833700 1.181770 0.074 -0.189 -0.138
C -0.419793 -0.961435 -0.225203 0.072 -0.245 -0.009
H -0.274921 1.671107 -0.598187 -0.505 0.577 0.211
H -0.416378 -1.830089 0.436897 -0.026 -0.027 -0.151
H -2.244416 0.309475 -0.733599 0.161 -0.203 0.087
C -1.555216 0.063647 0.079502 -0.141 -0.032 -0.008
H -0.344244 -1.303002 -1.262610 0.115 0.097 0.179
O 2.559612 -0.708586 -0.372093 0.363 -0.450 0.235
H -2.148713 -0.216914 0.954751 0.193 0.109 -0.089
H 3.466574 -0.398912 -0.255959 -0.130 -0.171 -0.051
C -0.480717 1.143293 0.337838 0.067 0.218 -0.030
N 1.830919 0.307115 0.235474 -0.641 0.158 -0.163
C 0.584158 0.090602 0.221415 0.397 0.157 -0.073
```
Forces are in eV/Å.

=====

> The highest total energy belongs to which entry?

C3H5N3